C4H5NOS2 in the gas phase in a non-equilibrium geometry, computed with ωB97M-V/def2-TZVPD.

Properties
Kohn-Sham gap: 7.0 eV
SMILES string: O[C@@H]1CSN=C1C=S
charge: 0
electronic energy: -1081.67484 Ha
relative energy (zero: lowest compared OMol25 entry of this formula, charge and spin): 310.93 kJ/mol

Atoms and positions in Å:
C  -0.056  -0.327  -0.571
C  0.871  -1.550  -0.406
C  0.124  0.514  0.515
C  -0.349  1.843  0.677
H  -1.746  0.488  -0.305
H  0.313  0.204  -1.525
H  1.602  -1.710  -1.171
H  0.288  -2.354  -0.667
H  -0.310  2.431  1.704
N  0.567  -0.097  1.573
O  -1.412  -0.453  -0.445
S  1.208  -1.554  1.327
S  -1.102  2.567  -0.707

Force components x, y, z for each atom (eV/Å):
2.3909 0.6836 -4.9622
-1.5134 0.8464 -0.5217
2.6756 1.3672 5.3661
-1.7908 3.0480 -1.1166
0.1406 -1.6962 -0.6636
-1.0492 -0.7551 0.7575
1.3359 0.9878 0.0838
-1.9030 -2.2987 -0.0602
0.1799 -1.6098 -2.2532
0.4537 1.6528 1.1025
-2.7951 -0.9070 -0.9113
0.5756 -0.7924 0.5560
1.2992 -0.5266 2.6228

Here are the natural (NBO) charges for atoms 1 to 5, given in e: C 0.046; C -0.626; C 0.049; C -0.226; H 0.493

C27H25N7O6 in the gas phase in a non-equilibrium geometry, computed with ωB97M-V/def2-TZVPD.

Properties
Kohn-Sham gap: 4.0 eV
charge: 0
electronic energy: -1878.01319 Ha
relative energy (zero: lowest compared OMol25 entry of this formula, charge and spin): 268.70 kJ/mol

Atoms and positions in Å:
C  6.491  -1.134  4.030
C  5.068  -0.676  3.891
C  4.153  -1.405  3.139
C  2.838  -0.949  2.907
C  1.924  -1.763  2.210
C  2.489  0.353  3.426
N  1.345  0.972  2.925
C  0.190  0.233  2.393
N  -0.943  1.068  2.863
C  -2.219  0.551  3.239
C  -2.332  -0.478  4.192
C  -1.171  -1.035  4.958
C  -3.596  -1.008  4.448
C  -4.746  -0.496  3.844
C  -6.093  -1.060  4.191
C  -4.612  0.563  2.944
C  -3.357  1.097  2.636
C  -3.202  2.181  1.620
C  -0.431  2.285  3.197
C  0.906  2.238  3.217
C  3.336  0.971  4.380
C  2.971  2.112  5.281
C  4.636  0.491  4.528
H  6.972  -0.603  4.857
H  6.546  -2.213  4.219
H  7.064  -0.928  3.115
H  4.440  -2.367  2.706
H  0.127  -0.723  2.909
H  2.219  -2.137  1.228
H  1.240  -2.397  2.781
H  -1.534  -1.399  5.930
H  -0.750  -1.916  4.452
H  -0.386  -0.299  5.164
H  -3.692  -1.850  5.138
H  -6.864  -0.654  3.532
H  -6.100  -2.152  4.103
H  -6.376  -0.823  5.225
H  -5.496  0.969  2.450
H  -4.161  2.331  1.115
H  -2.899  3.134  2.076
H  -2.453  1.907  0.864
H  -1.074  3.122  3.470
H  1.584  3.055  3.460
H  3.642  2.088  6.151
H  3.136  3.085  4.798
H  1.947  2.065  5.665
H  5.336  1.021  5.181
O  -2.728  0.036  -3.446
N  -1.805  0.427  -2.751
C  -1.502  0.438  -1.408
C  -0.284  1.140  -1.250
N  0.167  1.577  -2.488
O  -0.733  1.105  -3.387
C  0.443  1.094  -0.034
N  1.802  1.626  -0.003
O  2.071  2.737  -0.507
O  2.710  0.903  0.480
C  0.134  -0.034  1.017
C  -1.183  -0.675  0.704
N  -1.661  -1.822  1.299
O  -1.255  -2.547  2.201
O  -2.904  -2.093  0.671
N  -3.087  -1.280  -0.421
C  -1.984  -0.434  -0.401
H  0.888  -0.835  0.788

Force components x, y, z for each atom (eV/Å):
0.1750 -0.1629 0.0382
-0.2579 -0.2228 -0.2465
0.2901 0.1731 -0.6543
0.5513 1.9819 0.8163
0.5348 -1.5467 -0.8484
-0.9173 -0.1460 0.2256
1.0386 -1.8978 -0.1705
-0.5748 0.8829 5.3391
-0.2926 -1.2947 -0.6942
0.1465 -0.1059 0.4339
-0.3336 0.1103 -0.2001
0.1223 -0.3633 0.4838
-0.1401 0.1452 -0.1792
0.3130 0.1459 -0.0339
-0.2595 -0.1309 0.0267
0.2168 -0.0328 0.1574
-0.0639 -0.4891 0.0329
-0.3133 0.2117 -0.3047
0.5527 1.4877 0.8760
-0.5370 2.5313 0.8106
0.6149 -0.2221 -0.2747
0.0062 0.5815 0.3731
-0.4683 -0.4773 -0.3641
0.0206 -0.1783 -0.1327
0.0483 0.2112 0.0001
-0.1346 -0.0232 0.1990
0.0074 0.2739 0.1471
-0.1686 0.0185 0.0641
0.3442 -0.4833 0.4209
-0.6791 0.7214 -0.5982
0.1460 0.1460 -0.2328
0.0481 0.2906 0.0766
-0.0800 -0.0753 -0.1904
0.0539 0.2855 -0.0931
0.0517 -0.0920 0.0823
-0.0057 0.1718 -0.0312
0.0965 0.0108 -0.1907
0.1834 -0.0684 0.1281
0.1929 0.1119 0.0086
-0.0353 -0.2080 -0.2004
-0.0998 0.2035 0.2333
0.2873 -0.2886 -0.2685
-0.3486 -0.4498 -0.3886
-0.2185 -0.0262 -0.2326
-0.1731 -0.1464 0.1582
0.1740 0.0345 -0.2426
-0.3193 -0.1596 -0.1498
0.7907 0.0337 0.8461
0.4925 0.4144 0.9845
-0.4212 0.2243 -2.3907
1.3936 0.5304 -2.6296
-0.7295 -0.9678 2.9056
-1.2058 0.0531 -0.0223
1.0202 -0.6149 1.9533
0.7372 0.4292 -0.5856
-1.0881 -1.8436 0.7063
-1.2947 0.3758 -0.2147
0.0306 0.7263 -5.7284
0.0106 -2.3290 0.9181
-0.0603 2.2074 -1.2597
-0.3128 0.3086 -0.4596
0.6637 -0.0245 0.0936
2.9390 1.8049 0.5038
-3.4774 -2.3394 -0.1839
0.7156 -0.4289 0.3538

Here are the natural (NBO) charges for atoms 1 to 5, given in e: C -0.624; C -0.063; C -0.100; C -0.233; C -0.083

Look up the charge of the second one.
0